{"formula": "C58H135N9O10", "method": "ωB97M-V/def2-TZVPD", "symbols": ["C", "C", "C", "C", "C", "C", "N", "O", "C", "C", "C", "H", "H", "H", "H", "H", "H", "H", "H", "H", "H", "H", "H", "H", "H", "H", "H", "H", "H", "H", "C", "C", "C", "C", "C", "C", "N", "O", "C", "C", "C", "H", "H", "H", "H", "H", "H", "H", "H", "H", "H", "H", "H", "H", "H", "H", "H", "H", "H", "H", "C", "C", "C", "C", "C", "C", "N", "O", "C", "C", "C", "H", "H", "H", "H", "H", "H", "H", "H", "H", "H", "H", "H", "H", "H", "H", "H", "H", "H", "H", "C", "C", "C", "C", "C", "C", "N", "O", "C", "C", "C", "H", "H", "H", "H", "H", "H", "H", "H", "H", "H", "H", "H", "H", "H", "H", "H", "H", "H", "H", "C", "O", "C", "C", "N", "C", "C", "O", "C", "H", "H", "H", "H", "H", "H", "H", "H", "H", "H", "H", "H", "H", "H", "H", "C", "C", "C", "O", "C", "N", "H", "H", "H", "H", "H", "H", "H", "H", "H", "H", "H", "C", "C", "C", "O", "C", "N", "H", "H", "H", "H", "H", "H", "H", "H", "H", "H", "H", "C", "C", "C", "O", "C", "N", "H", "H", "H", "H", "H", "H", "H", "H", "H", "H", "H", "C", "C", "C", "O", "C", "N", "H", "H", "H", "H", "H", "H", "H", "H", "H", "H", "H"], "positions_angstrom": [[1.5056, 26.2380, -8.9533], [1.7227, 25.1654, -10.1208], [3.1322, 25.2316, -10.8488], [4.2885, 24.8174, -9.9682], [4.0089, 23.4266, -9.5335], [2.6682, 23.2484, -8.7124], [1.5705, 23.8974, -9.5320], [0.2772, 23.6786, -9.0909], [2.2963, 21.7649, -8.7149], [2.7445, 23.8624, -7.3371], [0.7907, 25.3798, -11.2916], [2.3103, 26.1214, -8.2273], [0.4627, 26.0645, -8.6881], [1.4222, 27.2463, -9.3589], [3.1561, 24.5898, -11.7294], [3.2999, 26.2461, -11.2106], [4.4209, 25.5093, -9.1364], [5.2297, 24.8755, -10.5148], [4.8121, 23.1670, -8.8438], [4.0914, 22.6533, -10.2973], [2.3465, 21.1888, -9.6389], [2.9827, 21.1892, -8.0940], [1.3486, 21.5604, -8.2168], [1.8127, 23.8091, -6.7741], [3.4147, 23.1937, -6.7970], [3.2423, 24.8072, -7.1188], [-0.2505, 25.1175, -11.1039], [1.0949, 24.7122, -12.0978], [0.8263, 26.4450, -11.5201], [-0.1167, 23.0136, -9.6603], [-1.6917, 29.9026, -8.7377], [-1.4291, 29.8246, -7.2396], [-1.5115, 31.2948, -6.6896], [-1.4462, 31.3332, -5.2018], [-2.4658, 30.3941, -4.5276], [-2.5359, 28.9746, -5.0181], [-2.4622, 29.0592, -6.4961], [-2.6638, 27.7444, -7.0622], [-1.4266, 28.1892, -4.2560], [-4.0239, 28.4627, -4.6349], [0.0859, 29.2711, -7.0283], [-1.4574, 28.9607, -9.2339], [-1.2105, 30.6888, -9.3194], [-2.7763, 30.0106, -8.7491], [-0.7001, 31.8716, -7.1336], [-2.4185, 31.8119, -7.0027], [-1.5017, 32.3598, -4.8396], [-0.4800, 30.9493, -4.8743], [-3.3576, 31.0135, -4.6232], [-2.2723, 30.3897, -3.4549], [-1.4771, 27.1320, -4.5165], [-0.4590, 28.6899, -4.2230], [-1.7639, 28.1764, -3.2196], [-4.7481, 29.2764, -4.6723], [-4.3509, 27.6205, -5.2448], [-4.2200, 28.3169, -3.5727], [0.7795, 29.4243, -7.8550], [0.1027, 28.2138, -6.7636], [0.5795, 29.5663, -6.1024], [-3.3123, 27.7883, -7.7688], [7.2429, 32.1295, -3.3866], [6.8377, 31.1082, -4.5147], [7.9442, 31.1948, -5.6608], [9.3507, 30.7254, -5.2396], [9.3047, 29.3082, -4.7112], [8.0977, 28.9178, -3.7566], [6.9127, 29.7285, -4.0597], [5.7729, 29.3637, -3.2933], [7.8860, 27.4287, -4.0714], [8.5681, 29.0990, -2.3837], [5.4657, 31.4129, -5.2399], [8.2281, 32.0548, -2.9263], [6.5710, 32.1417, -2.5284], [7.0249, 33.1434, -3.7222], [7.7281, 30.6315, -6.5686], [7.8410, 32.2245, -6.0031], [9.8871, 31.3758, -4.5486], [9.9570, 30.6323, -6.1406], [10.2293, 29.2983, -4.1340], [9.4146, 28.6160, -5.5460], [7.3849, 27.2988, -5.0306], [8.7398, 26.7574, -4.1640], [7.1817, 27.0451, -3.3332], [9.1972, 28.2562, -2.0975], [9.0786, 30.0520, -2.2449], [7.7744, 29.1109, -1.6367], [5.3694, 32.2857, -5.8856], [4.6788, 31.4001, -4.4858], [5.1754, 30.5635, -5.8583], [5.1682, 28.9861, -3.9363], [7.1212, 24.9427, -16.5303], [8.0606, 25.5886, -15.4461], [9.1732, 26.4727, -16.2187], [8.7466, 27.8406, -16.6055], [7.9496, 28.5867, -15.5327], [6.8350, 27.7635, -14.8054], [7.4981, 26.4352, -14.3363], [6.6334, 25.6852, -13.5997], [6.3908, 28.5823, -13.5730], [5.6014, 27.6405, -15.7996], [8.9433, 24.5343, -14.7843], [7.5891, 24.0580, -16.9621], [6.9218, 25.6964, -17.2920], [6.1798, 24.7032, -16.0357], [9.9911, 26.5503, -15.5023], [9.3939, 25.9865, -17.1690], [8.0890, 27.7125, -17.4653], [9.5623, 28.4483, -16.9970], [7.4433, 29.4945, -15.8607], [8.7253, 28.9660, -14.8674], [7.1202, 28.5960, -12.7631], [6.3836, 29.6339, -13.8596], [5.3905, 28.3623, -13.2003], [4.7751, 27.0426, -15.4152], [5.3452, 28.6962, -15.8890], [5.7527, 27.2354, -16.8002], [9.5522, 24.0143, -15.5238], [8.3116, 23.7690, -14.3331], [9.5719, 24.8897, -13.9678], [7.2693, 25.2266, -13.0457], [3.8250, 27.2984, -5.6673], [4.4052, 26.9607, -4.4460], [4.1778, 25.6186, -3.9578], [3.9294, 25.6482, -2.4381], [5.1114, 26.0979, -1.7020], [4.6956, 26.8722, -0.5468], [5.8182, 27.6652, 0.2547], [5.2366, 28.2760, 1.4002], [6.0954, 29.0740, 2.1500], [4.1108, 26.4138, -6.2364], [4.3460, 28.1896, -6.0173], [2.7513, 27.4430, -5.5477], [4.9583, 24.9684, -4.3531], [3.2516, 25.2287, -4.3798], [3.6824, 24.6665, -2.0338], [3.1684, 26.4207, -2.3278], [5.7206, 26.7168, -2.2178], [4.1075, 26.2721, 0.1475], [3.9781, 27.6189, -0.8870], [6.4009, 28.3463, -0.3655], [6.6108, 26.9867, 0.5698], [5.6410, 29.7239, 2.8979], [6.5908, 29.7100, 1.4164], [6.9616, 28.6508, 2.6586], [9.2478, 19.3021, -6.8466], [8.0800, 20.1671, -7.3949], [8.4652, 21.7172, -7.4482], [7.4206, 22.4947, -8.0764], [7.7781, 23.8338, -8.3157], [7.6784, 19.5239, -8.6001], [8.8636, 18.2824, -6.8180], [9.5095, 19.6070, -5.8334], [10.1432, 19.3304, -7.4675], [7.1549, 20.1498, -6.8188], [9.3178, 21.8505, -8.1142], [8.6480, 21.9964, -6.4106], [7.8796, 24.2479, -7.3126], [7.0119, 24.3539, -8.8907], [8.7004, 23.9142, -8.8909], [7.4467, 20.1686, -9.3422], [6.8234, 19.0570, -8.3335], [11.1845, 29.5316, -8.7959], [12.3634, 29.6222, -9.6988], [12.1239, 29.3665, -11.2413], [11.1102, 28.3160, -11.3566], [10.8030, 28.1403, -12.7667], [12.9779, 30.9820, -9.4285], [11.4280, 29.7453, -7.7551], [10.7906, 28.5177, -8.7242], [10.4945, 30.2756, -9.1937], [13.1445, 28.8937, -9.4812], [13.0104, 29.2889, -11.8707], [11.6757, 30.1948, -11.7900], [9.7345, 28.3544, -12.7903], [10.8863, 27.0726, -12.9694], [11.4008, 28.7556, -13.4391], [12.7707, 31.1360, -8.4520], [13.9815, 31.0014, -9.5403], [7.0328, 27.0955, -10.7054], [6.4559, 27.9755, -9.5726], [5.0926, 28.6617, -9.8559], [4.5242, 29.2671, -8.7027], [3.1981, 29.8250, -8.9107], [6.2412, 27.1782, -8.3956], [7.4587, 26.1540, -10.3586], [7.9253, 27.5975, -11.0791], [6.3173, 26.8152, -11.4785], [7.1971, 28.7395, -9.3381], [4.3877, 27.9474, -10.2814], [5.2348, 29.4323, -10.6135], [3.1331, 30.6434, -9.6277], [2.7837, 30.2609, -8.0016], [2.4791, 29.0894, -9.2711], [5.2417, 27.0327, -8.3867], [6.3578, 27.7472, -7.5693], [8.9608, 32.5562, -11.1002], [8.4279, 33.2567, -9.8767], [6.9037, 32.9300, -9.7516], [6.1890, 33.7351, -10.6365], [4.7103, 33.4695, -10.4744], [9.3300, 32.8890, -8.7478], [8.5223, 32.9421, -12.0205], [8.9502, 31.4675, -11.1524], [10.0070, 32.7856, -11.3022], [8.5706, 34.3155, -10.0927], [6.5006, 33.1107, -8.7551], [6.9337, 31.8472, -9.8732], [4.3504, 33.9370, -9.5579], [4.4324, 32.4155, -10.4666], [4.1518, 34.0326, -11.2221], [10.2516, 32.7243, -9.1268], [9.3357, 33.5714, -8.0032]], "lowdin_charge": [0.011, -0.499, -0.118, -0.202, -0.118, -0.436, -0.149, -0.013, -0.041, -0.039, -0.040, 0.053, 0.083, 0.049, 0.117, 0.103, 0.086, 0.102, 0.105, 0.124, 0.086, 0.080, 0.080, 0.098, 0.085, 0.042, 0.077, 0.084, 0.088, 0.107, -0.047, -0.443, -0.152, -0.196, -0.167, -0.459, -0.077, -0.033, -0.023, -0.011, -0.010, 0.076, 0.089, 0.085, 0.118, 0.120, 0.116, 0.092, 0.114, 0.121, 0.085, 0.072, 0.075, 0.065, 0.069, 0.073, 0.039, 0.065, 0.054, 0.092, -0.020, -0.438, -0.127, -0.185, -0.127, -0.497, -0.099, -0.012, -0.025, -0.047, -0.016, 0.066, 0.074, 0.073, 0.109, 0.096, 0.105, 0.084, 0.113, 0.109, 0.077, 0.091, 0.056, 0.098, 0.084, 0.063, 0.078, 0.073, 0.060, 0.062, -0.016, -0.453, -0.139, -0.204, -0.137, -0.410, -0.106, -0.034, -0.048, -0.019, -0.065, 0.082, 0.055, 0.078, 0.104, 0.121, 0.100, 0.115, 0.113, 0.100, 0.056, 0.081, 0.082, 0.081, 0.079, 0.058, 0.089, 0.079, 0.079, 0.091, -0.088, -0.240, -0.172, -0.184, -0.066, -0.191, -0.181, -0.178, -0.137, 0.068, 0.079, 0.098, 0.126, 0.109, 0.123, 0.111, 0.062, 0.117, 0.105, 0.084, 0.118, 0.088, 0.078, 0.081, -0.068, -0.434, -0.152, -0.223, -0.113, 0.018, 0.069, 0.066, 0.076, 0.126, 0.118, 0.121, 0.090, 0.052, 0.085, 0.069, 0.074, -0.075, -0.395, -0.169, -0.212, -0.085, 0.028, 0.068, 0.085, 0.072, 0.124, 0.113, 0.100, 0.063, 0.077, 0.087, 0.046, 0.060, -0.051, -0.378, -0.191, -0.192, -0.077, 0.060, 0.063, 0.062, 0.049, 0.132, 0.106, 0.115, 0.071, 0.078, 0.056, 0.032, 0.063, -0.091, -0.397, -0.239, -0.169, -0.039, 0.049, 0.082, 0.073, 0.074, 0.130, 0.112, 0.113, 0.078, 0.062, 0.080, 0.046, 0.068], "e_lumo_ev": 0.429, "relative_energy_kcal_mol": 140.22, "homo_lumo_gap_ha": 0.303, "smiles": "CC1(C)CCCC(C)(C)N1O.CC1(C)CCCC(C)(C)N1O.CC1(C)CCCC(C)(C)N1O.CC1(C)CCCC(C)(C)N1O.COC[C@H](C)N.COC[C@H](C)N.COC[C@H](C)N.COC[C@H](C)N.COCCNCCOC", "e_homo_ev": -7.814}



{"formula": "C26H38INSSi4Ti", "method": "ωB97M-V/def2-TZVPD", "symbols": ["Ti", "I", "C", "C", "C", "C", "C", "C", "C", "C", "C", "C", "H", "H", "H", "H", "H", "H", "S", "C", "N", "C", "C", "C", "C", "C", "C", "H", "H", "H", "H", "H", "C", "Si", "C", "C", "Si", "Si", "C", "C", "C", "Si", "C", "C", "C", "H", "H", "H", "H", "H", "H", "H", "H", "H", "H", "H", "H", "H", "H", "H", "H", "H", "H", "H", "H", "H", "H", "H", "H", "H", "H", "H"], "positions_angstrom": [[0.6880, 0.2544, -0.9706], [-1.2322, 0.7889, -2.9514], [-2.0115, -1.1675, -2.7831], [-2.9108, -1.6132, -3.6991], [-3.3243, -2.9601, -3.6262], [-2.7886, -3.7916, -2.6862], [-1.8403, -3.3212, -1.7439], [-1.2265, -4.1936, -0.8117], [-0.3086, -3.7248, 0.0808], [-0.0147, -2.3439, 0.1192], [-0.5564, -1.4452, -0.7691], [-1.4612, -1.9543, -1.7507], [-3.2965, -0.9682, -4.4774], [-4.0488, -3.3266, -4.3399], [-3.0772, -4.8346, -2.6530], [-1.4957, -5.2425, -0.8281], [0.1647, -4.3934, 0.7876], [0.6431, -1.9997, 0.9122], [4.6397, -1.1471, 1.0232], [3.1828, -0.3117, 0.7876], [2.5713, -0.5344, -0.3485], [3.2839, -1.4461, -1.1347], [2.9072, -1.9191, -2.3914], [3.7350, -2.8214, -3.0229], [4.9219, -3.2590, -2.4194], [5.2982, -2.8066, -1.1722], [4.4606, -1.8941, -0.5361], [2.7913, 0.3617, 1.5332], [1.9779, -1.6060, -2.8583], [3.4651, -3.2026, -3.9982], [5.5516, -3.9668, -2.9404], [6.2113, -3.1490, -0.7048], [-3.3413, 2.9075, -0.7792], [-2.6884, 2.2633, 0.8452], [-2.2553, 3.7151, 1.9468], [-3.9580, 1.1476, 1.6274], [-0.6327, 0.9913, 0.7807], [-0.4395, 0.0669, 3.0206], [-0.9599, 1.3109, 4.3053], [-1.6626, -1.3452, 2.9540], [1.2732, -0.5271, 3.4727], [1.2794, 2.7142, -0.4794], [0.2260, 4.2088, -0.7961], [2.6486, 3.0966, 0.7285], [1.9915, 2.1276, -2.1643], [-3.9261, 2.1592, -1.3158], [-2.5809, 3.3000, -1.4520], [-4.0114, 3.7369, -0.5333], [-3.1828, 4.2559, 2.1598], [-1.5909, 4.4215, 1.4556], [-1.8163, 3.4372, 2.9011], [-4.9123, 1.6796, 1.6695], [-3.7020, 0.8518, 2.6437], [-4.1119, 0.2444, 1.0328], [-1.9666, 1.6959, 4.1534], [-0.2684, 2.1517, 4.3827], [-0.9525, 0.7949, 5.2704], [-2.6869, -0.9779, 3.0114], [-1.4935, -1.9752, 3.8329], [-1.5747, -1.9755, 2.0709], [1.9926, 0.2942, 3.5123], [1.6603, -1.3184, 2.8287], [1.2144, -0.9382, 4.4848], [-0.2838, 4.4990, 0.1197], [-0.5169, 4.0720, -1.5812], [0.8678, 5.0456, -1.0839], [2.2793, 3.0876, 1.7567], [3.0236, 4.1046, 0.5319], [3.4991, 2.4193, 0.6507], [1.4624, 2.5607, -3.0129], [2.1996, 1.0758, -2.4274], [2.9979, 2.5589, -2.1508]], "lowdin_charge": [0.317, 1.279, -0.546, -0.111, -0.039, 0.003, -0.146, 0.006, -0.044, -0.163, -0.279, -0.249, 0.112, 0.123, 0.129, 0.130, 0.121, 0.074, 1.187, -0.457, -0.080, -0.299, -0.013, -0.037, -0.037, -0.048, -0.428, 0.056, 0.109, 0.122, 0.124, 0.126, -0.225, 0.380, -0.186, -0.201, 0.616, 0.397, -0.201, -0.178, -0.211, 0.453, -0.185, -0.191, -0.241, 0.032, -0.014, 0.054, 0.059, 0.012, 0.011, 0.055, 0.014, 0.045, 0.021, 0.044, 0.056, 0.024, 0.058, 0.016, 0.033, 0.016, 0.056, 0.010, 0.029, 0.060, 0.042, 0.054, 0.027, 0.037, 0.008, 0.072], "e_lumo_ev": -6.759, "relative_energy_kcal_mol": 14.69, "homo_lumo_gap_ha": 0.245, "total_charge": 2, "e_homo_ev": -13.437}



{"formula": "C2Cl2N2O4", "method": "ωB97M-V/def2-TZVPD", "symbols": ["C", "C", "N", "N", "O", "O", "O", "O", "Cl", "Cl"], "positions_angstrom": [[0.0666, -0.2776, -0.2553], [1.2509, 0.2759, -0.5641], [-0.2363, -1.5269, 0.3728], [-1.4766, 1.2539, 0.1776], [-1.2163, -2.1774, 0.0306], [-2.2112, 1.2064, -0.6982], [0.6690, -1.8377, 1.1763], [-1.1718, 1.8460, 1.1144], [1.5750, 1.8812, -1.0050], [2.7508, -0.6437, -0.3490]], "lowdin_charge": [-0.068, -1.095, -0.384, -0.271, 0.090, 0.195, 0.021, 0.191, 0.683, 0.639], "e_lumo_ev": [-2.089, -1.891], "relative_energy_kcal_mol": 62.36, "homo_lumo_gap_ha": [0.295, 0.308], "e_homo_ev": [-10.125, -10.272]}



{"formula": "C10H18AlBr2F3O4P", "method": "ωB97M-V/def2-TZVPD", "symbols": ["C", "C", "O", "O", "C", "C", "C", "C", "Al", "C", "C", "C", "F", "Br", "C", "F", "F", "Br", "P", "O", "O", "H", "H", "H", "H", "H", "H", "H", "H", "H", "H", "H", "H", "H", "H", "H", "H", "H", "H"], "positions_angstrom": [[-1.6530, 1.5622, 5.0927], [-1.3446, 0.0147, 4.8887], [-0.8599, -0.6035, 5.8768], [-1.5165, -0.7154, 3.6918], [-2.8582, -0.5954, 3.1544], [-2.7075, -0.5293, 1.5351], [-1.5195, -1.5195, 1.0350], [-1.4445, -1.4148, -0.5984], [0.1009, -0.1496, -1.1392], [0.9591, -0.6788, -2.9420], [2.3794, -1.3847, -2.6660], [3.6259, -0.3775, -2.7697], [4.6903, -0.9973, -1.9970], [3.2836, 1.4021, -1.9538], [4.1568, -0.1590, -4.2738], [4.1261, -1.3398, -5.0450], [3.4075, 0.9027, -4.8598], [6.0590, 0.4632, -4.1344], [-0.8283, 2.0045, -1.4703], [-1.0862, 2.7382, 0.0958], [0.2649, 2.9633, -2.3977], [-0.7180, 2.2266, 4.9965], [-2.0643, 1.6885, 6.1527], [-2.4182, 1.9656, 4.3527], [-3.4130, 0.3517, 3.4550], [-3.5084, -1.5065, 3.3794], [-3.6812, -0.8524, 1.0077], [-2.4207, 0.5159, 1.1764], [-0.4889, -1.1615, 1.3961], [-1.7454, -2.5983, 1.3796], [-2.4411, -0.9830, -0.9464], [-1.2291, -2.4751, -0.9595], [1.2039, -0.1015, 0.0222], [0.2597, -1.4477, -3.4221], [1.0533, 0.2273, -3.6432], [2.4870, -2.2850, -3.3803], [2.3908, -1.8263, -1.6112], [-0.2148, 3.0681, 0.4051], [-0.2868, 3.6072, -2.8840]], "lowdin_charge": [-0.012, -0.402, 0.030, -0.062, -0.188, -0.171, -0.288, -0.291, 0.128, -0.305, -0.255, -0.710, -0.135, 0.774, -0.742, -0.004, -0.056, 0.710, 0.686, -0.461, -0.473, 0.100, 0.092, 0.071, 0.108, 0.127, 0.114, 0.100, 0.062, 0.104, 0.034, 0.041, -0.063, 0.051, 0.043, 0.115, 0.097, 0.019, 0.010], "e_lumo_ev": 2.393, "homo_lumo_gap_ha": 0.225, "total_charge": -1, "e_homo_ev": -3.730}



Number 1: calculated total energy -96206.67390 eV. Number 2: calculated total energy -102618.18171 eV. Number 3: calculated total energy -38279.10395 eV. Number 4: calculated total energy -182974.86246 eV.